The following is a DFT calculation (ωB97M-V/def2-TZVPD) of an isolated molecule of C5H12N2 at a distorted geometry.

HOMO level in eV: -9.22
Energy above the lowest of the compared OMol25 structures with the same formula, charge and spin in kJ/mol: 124.15
Charge: 0
M in g/mol: 100.16
SMILES: C=NCC[C@@H](C)N
Frontier orbital gap in eV: 10.4

Cartesian coordinates (Å):
C1 -2.56623 -1.70700 -1.43468
N1 -1.43554 -1.19858 -1.19220
C2 -1.14123 -0.84927 0.19484
C3 -0.42280 0.49204 0.33002
C4 1.06597 0.42856 0.01101
C5 1.72324 1.79639 0.09033
N2 1.67337 -0.55119 0.93892
H1 -2.89984 -1.62179 -2.46579
H2 -3.22749 -2.03652 -0.62673
H3 -0.48824 -1.61133 0.62351
H4 -2.08396 -0.72715 0.73354
H5 -0.56311 0.87973 1.34200
H6 -0.89319 1.18441 -0.37610
H7 1.21264 -0.05095 -0.96073
H8 2.81053 1.78183 0.04820
H9 1.34397 2.26405 1.00612
H10 1.40200 2.51368 -0.67190
H11 2.56569 -0.88880 0.59347
H12 1.92421 -0.09809 1.81617